# 1
Formula: C5H7NO2
Source: OMol25
Level of theory: ωB97M-V with the def2-TZVPD basis set

SMILES string = O[C@H]1[C@H]2N[C@@H]1[C@@H]1O[C@H]21
spin multiplicity = 1
HOMO-LUMO gap = 10.762 eV
energy relative to the best compared isomer or geometry (same formula, charge and spin) = 540.1 kJ/mol
charge = 0
E_tot = -399.7599 Eh
LUMO = 0.924 eV

Last column: Löwdin charge in e.
Cartesian coordinates (Å):
C: 1.024 -0.477 0.038  -0.276
C: 0.171 0.233 -1.009  -0.096
C: 0.017 0.324 1.140  -0.112
C: -1.177 -0.576 0.703  -0.139
C: -1.142 -0.448 -0.674  -0.342
H: 2.344 0.583 -0.257  0.057
H: 0.982 -1.613 0.092  0.159
H: 0.638 0.813 -1.831  0.159
H: -0.512 2.081 -0.112  0.145
H: 0.384 0.567 2.156  0.144
H: -1.610 -1.635 0.980  0.196
H: -1.647 -1.123 -1.253  0.131
N: 0.256 1.353 0.115  -0.006
O: 2.467 -0.331 -0.012  -0.015
O: -2.195 0.251 -0.076  -0.004

***

# 2
Formula: C5H15INO2
Source: OMol25
Level of theory: ωB97M-V with the def2-TZVPD basis set

spin multiplicity = 1
HOMO-LUMO gap = 7.288 eV
energy relative to the best compared isomer or geometry (same formula, charge and spin) = 88.2 kJ/mol
charge = -1
E_tot = -702.4691 Eh
LUMO = 3.178 eV

Last column: Löwdin charge in e.
Cartesian coordinates (Å):
I: 23.450 18.044 -24.021  -0.379
C: 23.344 18.710 -28.963  -0.075
C: 23.140 17.194 -28.785  -0.422
C: 24.547 16.471 -28.672  -0.154
O: 25.209 16.524 -29.973  -0.206
C: 26.614 16.399 -29.979  -0.123
N: 22.357 17.008 -27.569  0.030
H: 23.703 18.740 -29.991  0.060
H: 24.123 19.126 -28.325  0.078
H: 22.503 19.402 -28.924  0.071
H: 22.709 16.859 -29.729  0.124
H: 24.392 15.402 -28.526  0.112
H: 25.097 16.856 -27.813  0.112
H: 27.002 16.332 -28.962  0.082
H: 27.146 17.101 -30.621  0.077
H: 26.878 15.450 -30.446  0.068
H: 22.456 16.013 -27.426  0.050
H: 22.759 17.394 -26.727  -0.071
C: 26.883 16.537 -25.126  -0.182
O: 26.553 17.952 -25.397  -0.231
H: 27.917 16.255 -25.326  0.061
H: 26.797 16.435 -24.045  0.052
H: 26.170 15.762 -25.408  0.054
H: 25.723 18.112 -24.942  -0.186

***

# 3
Formula: C13H21MoN6OS2
Source: OMol25
Level of theory: ωB97M-V with the def2-TZVPD basis set

<S²> = 2.07
spin multiplicity = 3
HOMO-LUMO gap (spin up / spin down) = 5.325 / 6.162 eV
energy relative to the best compared isomer or geometry (same formula, charge and spin) = 0.0 kJ/mol
charge = +3
E_tot = -1775.3007 Eh
LUMO (spin up / spin down) = -12.354 / -11.492 eV

Last column: Löwdin charge in e.
Cartesian coordinates (Å):
Mo: 0.168 0.819 0.259  1.456
C: -0.251 -1.140 4.171  -0.123
C: -0.371 0.337 4.544  -0.124
C: -0.758 0.988 3.242  -0.096
O: -0.017 0.171 2.195  -0.443
C: 0.464 -1.113 2.844  -0.096
H: -1.232 -1.605 4.077  0.138
H: 0.325 -1.705 4.903  0.147
H: 0.574 0.735 4.914  0.137
H: -1.135 0.511 5.300  0.147
H: -0.429 2.019 3.120  0.129
H: -1.814 0.877 2.998  0.134
H: 1.544 -1.004 2.930  0.131
H: 0.205 -1.910 2.152  0.128
S: 1.099 3.742 -3.191  1.040
C: 0.760 2.733 -2.106  -0.819
N: 0.487 1.913 -1.220  -0.212
N: 5.406 0.350 1.105  0.205
C: 4.307 -0.208 0.603  -0.327
C: 3.042 0.428 0.645  -0.042
N: 1.980 -0.187 0.118  -0.156
C: 2.093 -1.395 -0.451  -0.091
C: 3.354 -1.990 -0.472  -0.049
N: 4.424 -1.423 0.038  0.184
H: 5.414 1.261 1.529  0.132
H: 6.280 -0.152 1.032  0.145
H: 2.910 1.414 1.080  0.129
H: 1.214 -1.858 -0.871  0.104
H: 3.480 -2.967 -0.924  0.141
C: -2.177 -1.859 -3.275  0.014
N: -2.619 -0.503 -2.955  -0.114
C: -3.425 0.268 -3.934  -0.038
C: -3.701 1.596 -3.204  -0.057
N: -2.929 1.429 -1.950  0.058
C: -2.415 0.207 -1.879  -0.662
S: -1.656 -0.478 -0.429  0.736
H: -1.576 -1.830 -4.182  0.115
H: -3.054 -2.484 -3.439  0.120
H: -1.593 -2.263 -2.455  0.063
H: -4.328 -0.292 -4.167  0.147
H: -2.842 0.395 -4.846  0.144
H: -4.755 1.733 -2.970  0.141
H: -3.342 2.461 -3.755  0.132
H: -3.112 1.978 -1.125  0.153

***

# 4
Formula: C17H33BCuN6Si2
Source: OMol25
Level of theory: ωB97M-V with the def2-TZVPD basis set

<S²> = 0.75
spin multiplicity = 2
HOMO-LUMO gap (spin up / spin down) = 8.512 / 8.404 eV
energy relative to the best compared isomer or geometry (same formula, charge and spin) = 0.0 kJ/mol
charge = 0
E_tot = -3240.4700 Eh
LUMO (spin up / spin down) = 0.666 / -0.364 eV

Last column: Löwdin charge in e.
Cartesian coordinates (Å):
H: -1.127 3.268 -0.084  0.090
N: -0.322 1.837 -1.430  0.049
B: 0.430 0.674 -3.553  -0.487
N: 0.278 1.966 -2.680  -0.014
C: 0.330 3.279 -3.032  -0.075
Cu: -0.616 -0.404 -0.577  0.350
H: 0.760 3.583 -3.979  0.116
C: -0.251 4.024 -2.005  -0.062
H: -0.384 5.087 -1.953  0.084
C: -0.642 3.074 -1.033  -0.155
H: 0.703 0.974 -4.679  0.115
C: -2.055 -1.714 0.198  -0.050
H: -2.444 -1.824 1.218  0.053
H: -1.193 -2.385 0.108  0.031
H: -2.804 -2.095 -0.503  0.045
N: -0.965 -0.015 -3.457  0.009
N: 1.394 -0.367 -2.955  -0.012
N: -1.538 -0.315 -2.221  -0.045
N: 1.085 -1.013 -1.763  0.037
C: -1.890 -0.157 -4.422  -0.061
C: 2.486 -0.932 -3.516  -0.071
H: -1.609 0.038 -5.446  0.124
H: 2.840 -0.579 -4.476  0.121
C: -3.093 -0.506 -3.831  -0.054
C: 2.944 -1.929 -2.663  -0.058
C: -2.845 -0.556 -2.458  -0.120
C: 2.051 -1.928 -1.573  -0.118
H: -4.041 -0.673 -4.314  0.092
H: 3.800 -2.568 -2.801  0.089
H: -3.540 -0.727 -1.645  0.103
H: 2.109 -2.542 -0.684  0.085
H: -1.962 -0.517 0.012  0.038
C: -0.891 -1.842 3.443  -0.183
Si: 0.607 -1.707 2.291  0.422
C: 2.141 -1.651 3.389  -0.185
C: 0.770 -3.345 1.368  -0.198
C: 0.452 -0.188 1.160  -0.381
Si: 0.178 1.379 2.185  0.413
C: 0.635 1.305 4.029  -0.197
C: 1.314 2.771 1.619  -0.189
C: -1.633 1.879 2.179  -0.193
H: -1.111 -2.910 3.588  0.031
H: -1.797 -1.364 3.054  0.009
H: -0.688 -1.420 4.435  0.022
H: 2.289 -2.647 3.831  0.033
H: 3.040 -1.416 2.804  0.037
H: 2.081 -0.936 4.218  0.009
H: 0.505 -3.311 0.306  -0.003
H: 1.815 -3.678 1.432  0.034
H: 0.148 -4.111 1.854  0.037
H: 1.422 -0.037 0.631  0.013
H: 1.714 1.176 4.181  0.024
H: 0.369 2.276 4.475  0.037
H: 0.112 0.538 4.609  0.010
H: 1.411 2.823 0.530  0.010
H: 0.931 3.738 1.972  0.036
H: 2.321 2.640 2.041  0.034
H: -2.091 1.793 1.186  0.007
H: -2.208 1.259 2.880  0.031
H: -1.725 2.925 2.505  0.036

***

# 5
Formula: C11H29Cl6O12P3
Source: OMol25
Level of theory: ωB97M-V with the def2-TZVPD basis set

SMILES string = COP(=O)(OC)OC.COP(=O)(OC)OC.COP(=O)(OC)OC.ClC(Cl)Cl.ClC(Cl)Cl
spin multiplicity = 1
HOMO-LUMO gap = 10.895 eV
energy relative to the best compared isomer or geometry (same formula, charge and spin) = 39.2 kJ/mol
charge = 0
E_tot = -5124.7927 Eh
LUMO = 0.469 eV

Last column: Löwdin charge in e.
Cartesian coordinates (Å):
C: 0.995 -2.043 6.532  -0.138
O: -0.025 -1.327 7.173  -0.213
P: 0.466 -0.206 8.286  0.442
O: -0.596 0.618 8.834  -0.206
O: 1.309 -1.088 9.349  -0.234
C: 0.589 -2.078 10.043  -0.119
O: 1.657 0.537 7.513  -0.207
C: 2.729 1.128 8.128  -0.142
H: 0.975 -1.762 5.479  0.091
H: 0.676 -3.079 6.417  0.089
H: 1.986 -1.978 6.980  0.090
H: 0.390 -1.639 11.020  0.095
H: 0.987 -3.092 10.061  0.095
H: -0.420 -2.200 9.649  0.083
H: 2.986 2.167 7.924  0.097
H: 3.571 0.517 7.803  0.090
H: 2.835 0.891 9.187  0.087
C: -4.978 4.966 -0.661  -0.078
O: -4.623 3.565 -0.437  -0.230
P: -4.690 2.837 1.009  0.450
O: -4.282 1.384 1.026  -0.256
O: -6.159 3.149 1.678  -0.227
C: -7.288 2.608 1.002  -0.121
O: -3.757 3.786 1.872  -0.230
C: -2.639 3.237 2.581  -0.084
H: -4.058 5.524 -0.837  0.088
H: -5.360 5.371 0.276  0.077
H: -5.740 5.201 -1.403  0.087
H: -7.067 1.719 0.412  0.086
H: -7.694 3.294 0.259  0.082
H: -8.046 2.379 1.752  0.091
H: -3.076 3.001 3.552  0.094
H: -1.904 4.026 2.742  0.087
H: -2.174 2.384 2.088  0.086
C: -0.351 0.631 -5.521  -0.039
O: -0.818 -0.641 -6.187  -0.239
P: 0.276 -1.772 -6.444  0.466
O: 1.096 -2.070 -5.203  -0.267
O: 1.076 -1.199 -7.719  -0.208
C: 0.597 -1.181 -8.971  -0.174
O: -0.593 -2.960 -7.169  -0.249
C: -0.962 -4.148 -6.454  -0.086
H: -0.702 1.384 -6.226  0.084
H: 0.711 0.751 -5.305  0.085
H: -0.899 0.699 -4.581  0.085
H: -0.445 -1.486 -9.074  0.090
H: 1.236 -1.725 -9.667  0.095
H: 0.624 -0.134 -9.273  0.092
H: -0.852 -4.050 -5.374  0.087
H: -0.369 -4.964 -6.866  0.090
H: -2.008 -4.265 -6.736  0.088
C: 7.708 -3.613 -7.367  -1.507
Cl: 6.512 -4.727 -6.712  0.512
Cl: 7.467 -1.936 -6.685  0.465
Cl: 7.559 -3.649 -9.130  0.516
H: 8.659 -3.927 -6.938  0.013
C: 5.378 0.245 -0.872  -1.574
Cl: 3.982 0.044 0.280  0.459
Cl: 6.471 -1.070 -0.858  0.570
Cl: 6.134 1.732 -0.367  0.526
H: 4.939 0.231 -1.870  0.019

***

# 6
Formula: C4H3NO2
Source: OMol25
Level of theory: ωB97M-V with the def2-TZVPD basis set

spin multiplicity = 1
HOMO-LUMO gap = 8.941 eV
energy relative to the best compared isomer or geometry (same formula, charge and spin) = 496.1 kJ/mol
charge = 0
E_tot = -359.2814 Eh
LUMO = -0.093 eV

Last column: Löwdin charge in e.
Cartesian coordinates (Å):
O: -1.727 -1.010 -0.557  0.176
C: -0.751 -0.714 -1.102  -0.120
C: -0.628 1.356 -1.598  0.127
N: 0.095 1.019 -0.704  -0.103
C: 0.811 0.282 0.191  -0.161
C: 0.243 0.050 1.502  -0.313
O: -0.906 0.309 1.813  0.021
H: 0.055 -1.026 -1.747  0.145
H: 1.876 0.195 0.000  0.111
H: 0.934 -0.462 2.203  0.117

***

# 7
Formula: C6H11N5PPb
Source: OMol25
Level of theory: ωB97M-V with the def2-TZVPD basis set

spin multiplicity = 1
HOMO-LUMO gap (spin up / spin down) = 6.177 / 6.178 eV
energy relative to the best compared isomer or geometry (same formula, charge and spin) = 463.9 kJ/mol
charge = +1
E_tot = -1042.6249 Eh
LUMO (spin up / spin down) = -3.530 / -3.530 eV

Last column: Löwdin charge in e.
Cartesian coordinates (Å):
C: -1.758 -0.010 -1.446  -0.286
C: -0.613 -0.248 -2.337  -0.201
C: 0.223 0.867 -2.258  -0.217
C: -0.388 1.816 -1.316  -0.286
C: -1.673 1.321 -0.929  -0.228
Pb: 0.000 0.000 0.000  1.112
P: -0.282 -1.952 1.121  0.651
H: -2.613 -0.681 -1.334  0.118
H: -0.443 -1.153 -2.921  0.121
H: 1.177 1.007 -2.768  0.119
H: -2.406 1.826 -0.299  0.124
H: 0.005 2.809 -1.086  0.117
H: 0.887 -2.623 1.553  -0.065
H: -0.959 -3.008 0.460  -0.062
H: -1.014 -1.899 2.333  -0.071
N: 2.853 0.645 4.602  0.139
N: 2.613 0.469 3.248  -0.225
N: 3.560 0.416 2.324  0.140
C: 2.888 0.251 1.168  -0.152
N: 1.565 0.206 1.413  -0.310
N: 1.409 0.346 2.718  0.074
H: 2.068 0.685 5.268  0.131
H: 3.818 0.744 4.950  0.133
H: 3.343 0.173 0.190  0.125

***

| no. | F_max (hartree/bohr) |
| --- | --- |
| 1 | 0.1056 |
| 2 | 0.0583 |
| 3 | 0.0061 |
| 4 | 0.0845 |
| 5 | 0.0879 |
| 6 | 0.0250 |
| 7 | 0.1746 |